Molecular formula: C30H78N2O10
Method: DFT, ωB97M-V with the def2-TZVPD basis set

The geometry in XYZ format:
```
120
Properties=species:S:1:pos:R:3:forces:R:3:lowdin_charge:R:1
C 6.168288 1.812374 7.108138 0.29 -0.09 -0.26 -0.10
O 5.155968 2.170037 6.156597 1.42 0.40 1.71 -0.17
C 5.470142 1.879046 4.839543 -0.80 -1.64 0.05 -0.26
C 4.127456 1.816319 4.164458 0.95 1.11 -1.67 -0.19
N 4.363030 1.498887 2.763446 0.07 0.55 -0.13 -0.08
C 3.271855 0.742903 2.221455 1.33 -1.54 -1.96 -0.21
C 3.502955 0.665160 0.666786 -0.31 -0.57 1.38 -0.18
O 2.770085 -0.360849 0.028451 -0.29 0.30 0.35 -0.21
C 3.400962 -1.620773 0.084209 0.01 1.10 -1.38 -0.08
H 6.264646 0.725794 7.253352 0.11 -0.03 -0.78 0.08
H 5.837615 2.095935 8.091852 -0.22 0.79 0.24 0.07
H 7.177931 2.257959 6.896929 -0.93 -0.29 0.03 0.10
H 5.994273 0.929241 4.758847 -0.10 -0.78 0.24 0.12
H 6.155270 2.505580 4.279701 -0.02 1.17 0.26 0.13
H 3.723108 2.818991 4.254043 -0.30 0.31 -0.12 0.13
H 3.353271 1.168886 4.509674 -0.03 -0.89 1.25 0.10
H 5.216919 0.948111 2.667215 -0.29 0.17 0.03 0.11
H 2.318218 1.213936 2.357390 -0.47 0.24 0.48 0.11
H 3.312486 -0.299141 2.653960 -0.57 0.65 -0.35 0.12
H 4.564971 0.576126 0.467918 0.43 -0.28 -0.08 0.12
H 3.201332 1.602864 0.259550 -0.40 0.68 -0.42 0.11
H 2.812719 -2.259281 -0.521745 -0.68 -0.72 -0.63 0.06
H 3.416663 -2.050765 1.045994 0.50 -0.31 1.38 0.06
H 4.349993 -1.533180 -0.429464 0.65 -0.20 0.33 0.08
C 0.364234 -2.901842 -1.275629 0.05 1.34 -0.02 -0.11
O -0.681902 -3.564970 -1.935739 0.85 -1.04 -0.45 -0.15
C -1.934626 -2.991913 -1.772820 -0.02 0.62 0.38 -0.26
C -2.552600 -3.197698 -0.406093 0.85 0.46 1.10 -0.17
N -3.699624 -2.292887 -0.240372 0.86 -1.74 0.52 -0.05
C -4.859223 -2.727970 -0.961375 0.10 1.48 -1.54 -0.20
C -5.523114 -1.352746 -1.248912 -0.69 -1.53 0.27 -0.18
O -4.626158 -0.478460 -1.894643 -0.57 0.48 1.79 -0.23
C -4.238638 -0.852886 -3.150904 0.38 1.38 -0.92 -0.10
H 0.362689 -1.832739 -1.517488 0.15 -0.02 -0.58 0.07
H 1.347814 -3.294148 -1.556113 -0.53 -0.27 -0.02 0.10
H 0.240666 -2.831929 -0.207484 -0.01 -0.77 0.65 0.05
H -2.612333 -3.467697 -2.466469 0.08 -0.01 -0.65 0.12
H -1.871696 -1.906532 -1.970873 -0.09 -0.34 -0.08 0.09
H -1.792711 -2.981592 0.392911 -0.70 -0.17 -0.72 0.10
H -2.810070 -4.268477 -0.320256 -0.29 0.51 0.21 0.13
H -3.482174 -1.377449 -0.607339 0.59 0.00 0.24 0.06
H -5.435584 -3.456544 -0.391851 -0.33 0.23 -0.13 0.12
H -4.673824 -3.122417 -2.017145 0.03 -0.16 1.24 0.12
H -5.867224 -0.921514 -0.310474 0.14 0.32 -0.16 0.13
H -6.333650 -1.542661 -1.915168 -1.08 0.16 -0.44 0.11
H -3.575848 -1.639616 -3.154911 1.62 -1.89 0.14 0.04
H -3.718211 -0.015569 -3.589481 0.05 0.36 -0.22 0.09
H -5.024517 -1.131480 -3.786030 -1.64 -0.22 -0.89 0.10
C -2.770958 3.410277 4.304004 -1.75 -0.85 -0.73 -0.05
C -1.905694 2.299361 3.715201 0.24 1.29 -0.80 -0.51
C -2.670573 1.129231 3.215630 -0.12 -1.00 0.16 -0.05
O -1.087715 2.883212 2.698736 0.02 0.20 -0.07 -0.06
H -3.495581 3.019313 5.051922 0.58 0.02 -0.31 0.09
H -3.405899 3.868485 3.519054 0.43 -0.17 0.20 0.08
H -2.204694 4.175926 4.764944 0.76 0.74 0.39 0.06
H -1.286412 1.970189 4.509011 0.96 -0.51 1.02 0.11
H -3.161830 0.672419 4.073682 -0.41 -0.10 -0.07 0.09
H -2.027150 0.351370 2.796367 0.13 0.18 0.03 0.05
H -3.374535 1.386058 2.443741 -0.51 0.24 -0.15 0.06
H -0.575469 2.219656 2.178187 -0.52 0.09 0.58 0.05
C -6.269052 2.368346 -0.675725 0.05 0.17 0.09 -0.04
C -4.884616 2.894240 -1.084673 -0.27 -0.87 0.65 -0.47
C -3.899177 2.764769 0.046199 0.06 -0.67 0.54 -0.06
O -4.370802 2.206339 -2.207418 0.12 0.89 -1.01 -0.06
H -6.511558 2.807191 0.282302 -0.05 -0.12 0.55 0.07
H -6.374728 1.268228 -0.619618 0.35 0.58 -0.04 0.07
H -7.041464 2.760250 -1.314968 -0.27 -0.08 -0.67 0.07
H -4.976374 3.978545 -1.274962 0.04 -0.51 -0.58 0.14
H -2.985087 3.281935 -0.202090 0.38 0.00 -0.02 0.08
H -3.682624 1.709053 0.314935 -0.20 0.64 -0.45 0.07
H -4.290555 3.201948 0.946212 -0.19 0.44 0.51 0.07
H -4.273510 1.261676 -2.023015 -0.43 0.27 0.49 0.03
C 0.503565 -0.293239 -6.071101 0.27 0.13 -0.77 -0.05
C 0.353144 -0.335636 -4.553828 -0.58 0.46 -1.27 -0.51
C -1.090307 -0.182388 -4.170718 0.95 -0.39 -0.12 -0.06
O 0.852936 -1.516870 -3.990837 0.73 -0.55 0.15 -0.05
H -0.036759 -1.122631 -6.585502 0.51 0.45 0.40 0.10
H 1.546281 -0.248509 -6.351305 0.58 -0.91 0.02 0.06
H 0.223703 0.642638 -6.569359 -0.83 0.04 0.58 0.08
H 0.921675 0.474063 -4.120948 0.33 0.18 0.19 0.11
H -1.599334 -1.027788 -4.590688 -0.65 -0.53 -0.14 0.08
H -1.503414 0.716085 -4.566938 -0.46 0.78 -0.02 0.09
H -1.069136 -0.240668 -3.105848 -0.71 0.21 0.82 0.05
H 0.318200 -2.276863 -4.252258 -0.08 0.13 -0.01 0.10
C 0.402852 1.343904 -1.285643 0.02 0.43 -0.98 -0.03
C -0.637441 1.396232 -0.185781 1.23 -2.42 -1.93 -0.43
C -1.678113 0.324265 -0.366650 -0.97 1.92 -0.12 -0.05
O 0.049797 1.094560 0.992930 0.75 0.69 2.02 -0.06
H 0.772083 0.359197 -1.527586 0.07 -0.50 0.20 0.06
H 1.250129 1.943820 -1.019303 0.58 0.30 0.44 0.08
H 0.078524 1.788362 -2.219683 -0.54 0.07 -0.29 0.08
H -1.040631 2.367306 -0.263738 -0.53 1.24 1.14 0.12
H -2.286745 0.366453 0.544688 0.13 -0.86 -0.31 0.08
H -1.141500 -0.559370 -0.577668 0.20 -1.33 0.31 0.05
H -2.316810 0.556861 -1.219842 -0.03 -0.02 -0.03 0.08
H 0.162875 0.144582 1.218303 -0.75 1.23 -1.13 0.07
C 4.638173 -1.469644 -4.908253 0.17 -1.03 0.44 -0.04
C 4.932598 -0.506082 -3.758836 -0.40 1.01 0.45 -0.45
C 3.711340 0.180153 -3.136735 -1.50 0.56 -0.61 -0.05
O 5.566823 -1.115246 -2.653876 1.07 1.36 0.56 -0.04
H 5.471138 -2.093629 -5.266645 0.27 0.36 0.66 0.08
H 4.315583 -1.024970 -5.807495 -0.46 1.25 -0.93 0.05
H 3.834653 -2.177156 -4.703877 -0.14 0.02 0.57 0.08
H 5.589701 0.318171 -4.079156 0.15 -0.50 -0.19 0.14
H 3.812067 0.757824 -2.205024 1.03 -0.16 -0.41 0.08
H 2.991848 -0.564517 -2.824425 -0.35 -0.46 -0.21 0.06
H 3.173758 0.876414 -3.822822 0.44 -0.55 0.10 0.09
H 5.524266 -2.042552 -2.638233 -0.27 -1.83 -0.42 0.06
C 0.553394 -0.722169 3.800526 1.34 1.77 1.25 -0.01
C 0.586774 -1.353444 2.485419 1.86 -0.62 0.87 -0.64
C 1.236880 -2.663867 2.551479 2.92 -1.55 -0.65 -0.04
O -0.604957 -1.493964 1.887502 -3.44 -0.66 -1.05 -0.03
H 0.212490 -1.450820 4.530966 0.13 0.11 0.45 0.10
H -0.079589 0.165110 3.831184 -0.07 -0.07 -0.01 0.07
H 1.617455 -0.347451 3.975359 -1.45 -0.72 0.46 0.09
H 1.193281 -0.821945 1.816326 1.09 1.14 -0.90 0.09
H 1.409587 -3.005694 1.501275 -0.16 -0.13 0.95 0.08
H 0.682261 -3.407524 3.097049 -0.52 -0.34 0.26 0.09
H 2.250905 -2.608887 3.049433 -0.98 -0.02 -0.49 0.11
H -1.061777 -2.182917 2.386868 -0.51 0.13 -0.27 0.12
```
Positions in Å, forces in eV/Å.

The value obtained for the relative energy (zero: lowest compared OMol25 entry of this formula, charge and spin) is 91.1 kcal/mol. Its SMILES is COCCNCCOC.COCCNCCOC.CC(C)O.CC(C)O.CC(C)O.CC(C)O.CC(C)O.CC(C)O. The net charge is 0. As for the orbital gap: 9.27 eV.

Molecular formula: C4H5NO
Method: DFT, ωB97M-V with the def2-TZVPD basis set

The geometry in XYZ format:
```
11
Properties=species:S:1:pos:R:3:forces:R:3:lowdin_charge:R:1
C 1.300391 0.969608 0.479154 0.01 0.01 -0.01 -0.04
C 0.172119 0.050286 0.138584 0.11 -0.03 -0.14 -0.33
C 0.101333 -1.183740 -0.415636 0.15 0.17 0.05 -0.06
O -1.214435 -1.455505 -0.686506 -0.08 0.02 0.06 0.02
C -1.869887 -0.358889 -0.269079 -0.08 0.17 0.05 -0.20
N -1.122495 0.556537 0.238077 -0.17 -0.20 -0.23 0.12
H 1.411388 1.121669 1.558872 -0.05 -0.13 -0.18 0.08
H 1.020197 1.933666 0.044808 0.24 -0.02 0.10 0.08
H 2.260678 0.660103 0.056569 -0.21 -0.07 0.10 0.08
H 0.802944 -1.955619 -0.697001 -0.05 0.24 0.10 0.13
H -2.936730 -0.313164 -0.435353 0.11 -0.16 0.10 0.13
```
Positions in Å, forces in eV/Å.

The value obtained for the relative energy (zero: lowest compared OMol25 entry of this formula, charge and spin) is 9.2 kcal/mol. Its SMILES is Cc1cocn1. The net charge is 0. As for the orbital gap: 10.31 eV.

Molecular formula: C4H6Cl2FI
Method: DFT, ωB97M-V with the def2-TZVPD basis set

The geometry in XYZ format:
```
14
Properties=species:S:1:pos:R:3:forces:R:3:lowdin_charge:R:1
C -0.536188 0.071998 -1.443677 -3.27 2.30 0.52 -0.24
C 1.167449 1.229297 0.149681 0.90 0.39 -3.12 -0.17
C 0.642416 0.067669 -0.641648 1.01 -1.13 1.32 -0.86
C -0.889646 -1.059894 1.509517 0.96 -0.46 0.29 -1.20
F -0.302940 -0.655882 2.657102 -0.22 -0.09 -0.48 -0.08
Cl -1.024531 -2.792626 1.430080 0.43 0.04 -0.01 0.59
Cl -2.398116 -0.327316 1.242353 -0.76 0.66 0.29 0.68
I 1.991151 -1.498586 -0.928938 0.02 0.10 0.01 0.86
H -0.603787 1.067023 -2.001046 -0.20 -0.81 0.88 0.11
H -0.738524 -0.636957 -2.233560 0.41 -0.72 0.34 0.06
H -1.420659 0.030845 -0.589580 1.62 0.45 -2.92 0.03
H 1.932057 1.794734 -0.549777 -1.55 -0.59 1.17 0.12
H 0.392758 1.889308 0.516640 -0.08 0.13 0.07 0.08
H 1.788560 0.820386 0.882854 0.74 -0.26 1.63 0.02
```
Positions in Å, forces in eV/Å.

The value obtained for the relative energy (zero: lowest compared OMol25 entry of this formula, charge and spin) is 76.7 kcal/mol. The net charge is 0. As for the orbital gap (alpha / beta): 8.88 / 6.57 eV.

Molecular formula: C6H8N2O
Method: DFT, ωB97M-V with the def2-TZVPD basis set

The geometry in XYZ format:
```
17
Properties=species:S:1:pos:R:3:forces:R:3:lowdin_charge:R:1
C -0.935784 -0.964428 -0.093160 0.12 -0.13 0.32 -0.10
C -1.634877 0.156678 -0.057599 2.82 -0.38 -0.33 -0.13
C 0.485274 -1.149908 0.099866 -1.05 2.77 -0.47 -0.34
C 0.771091 1.232986 0.126679 -2.15 1.80 -0.31 -0.09
C 1.119160 -2.268753 0.215704 -1.42 -2.14 -0.10 0.06
C 0.837197 2.544542 0.154725 -0.80 -0.69 -0.45 0.01
N 1.215606 0.054059 0.043242 1.58 -1.33 0.42 -0.07
N -2.909259 0.371455 0.031772 -4.26 0.25 0.50 0.05
O 2.638831 -0.211195 -0.212067 -1.30 -1.01 4.62 0.07
H -1.460111 -1.879923 -0.165134 -0.69 -1.09 -0.26 0.09
H 2.120608 -2.251984 0.483238 1.56 -0.71 0.07 0.05
H 0.444411 -3.104048 0.049171 0.80 -0.49 0.46 0.08
H 1.547497 3.158785 0.560974 2.61 0.71 1.33 0.01
H 0.097963 3.240111 -0.168356 -1.23 -0.36 -0.60 0.04
H -3.728000 -0.259410 0.309823 2.26 0.46 -0.16 0.15
H -3.325700 1.197634 -0.351275 0.35 0.45 -0.23 0.08
H 2.716087 0.133400 -1.027610 0.81 1.90 -4.82 0.04
```
Positions in Å, forces in eV/Å.

The value obtained for the relative energy (zero: lowest compared OMol25 entry of this formula, charge and spin) is 191.0 kcal/mol. The net charge is 0. As for the orbital gap (alpha / beta): 7.35 / 6.58 eV.